The following is a quantum chemistry calculation of a molecular structure, C4H8Cl2, from the Open Molecules 2025 dataset.

Properties
ΔE to the lowest compared entry with this formula, charge and spin = 59.7 kcal per mole
E_HOMO = -9.42 eV
maximum force = 7.3 eV Å⁻¹
gap between HOMO and LUMO = 10.251 eV
charge = 0

XYZ file:
```
14
Properties=species:S:1:pos:R:3:nbo_charge:R:1
C -0.363 -1.188 -1.204 -0.523
C -0.079 -0.124 1.394 -0.677
C 0.769 1.372 -0.734 -0.428
C -0.248 0.455 -0.004 -0.039
Cl 2.400 0.895 -0.289 -0.038
Cl -1.758 1.215 -0.122 -0.007
H 0.154 -0.877 -2.241 0.194
H -1.346 -1.350 -1.347 0.187
H 0.135 -1.856 -0.630 0.186
H 0.339 -1.143 1.480 0.226
H -1.085 -0.304 1.803 0.232
H 0.474 0.432 2.185 0.234
H 0.562 1.215 -1.786 0.225
H 0.592 2.486 -0.568 0.229
```

=====

The following is a quantum chemistry calculation of a molecular structure, C26H28AlBrCl5N7O3S, from the Open Molecules 2025 dataset.

Properties
ΔE to the lowest compared entry with this formula, charge and spin = 6.5 kcal per mole
E_HOMO = -8.22 eV
maximum force = 0.8 eV Å⁻¹
gap between HOMO and LUMO = 8.635 eV
charge = 0

XYZ file:
```
72
Properties=species:S:1:pos:R:3:mulliken_charge:R:1
Al 0.218 0.023 -0.152 -2.406
Cl -3.670 -0.284 6.294 -0.203
C -2.921 -0.152 4.748 0.257
C -3.095 0.992 3.973 0.180
Cl -4.057 2.288 4.570 -0.191
C -2.487 1.096 2.727 0.529
Cl -2.737 2.490 1.751 -0.128
C -1.664 0.073 2.215 -1.392
O -1.056 0.228 1.077 0.535
C -1.532 -1.083 3.004 0.853
Cl -0.601 -2.385 2.379 -0.207
C -2.145 -1.194 4.248 0.118
Cl -1.939 -2.628 5.178 -0.193
C 2.780 -2.050 3.181 -1.071
N 2.371 -0.661 3.309 0.083
C 2.176 -0.107 4.647 -0.607
C 1.191 1.042 4.415 -0.533
N 1.146 1.153 2.964 0.367
C 0.906 2.445 2.353 -0.727
C 1.766 0.112 2.369 0.008
N 1.739 -0.071 1.069 0.834
C 2.748 -0.896 0.390 -1.283
C 3.019 -0.197 -0.927 -1.026
N 1.729 0.004 -1.600 1.020
C 1.724 0.267 -2.885 -0.363
N 2.801 0.631 -3.678 0.046
C 3.908 1.488 -3.245 -1.275
C 2.347 0.919 -5.042 -0.741
C 0.880 0.515 -5.047 -0.676
N 0.631 0.142 -3.670 0.628
C -0.714 -0.288 -3.357 -0.285
H 2.345 -2.626 3.998 0.346
H 3.867 -2.146 3.230 0.282
H 2.421 -2.476 2.255 0.403
H 3.125 0.233 5.068 0.347
H 1.766 -0.871 5.307 0.378
H 1.534 1.980 4.852 0.427
H 0.196 0.823 4.812 0.156
H 1.648 3.169 2.705 0.396
H -0.091 2.803 2.608 0.279
H 0.968 2.365 1.273 -0.015
H 2.366 -1.900 0.186 0.080
H 3.674 -0.973 0.961 0.767
H 3.683 -0.818 -1.532 0.597
H 3.509 0.752 -0.705 0.315
H 3.553 2.321 -2.637 0.357
H 4.363 1.894 -4.146 0.509
H 4.678 0.936 -2.719 0.350
H 2.937 0.355 -5.765 0.327
H 2.463 1.983 -5.254 0.454
H 0.686 -0.339 -5.702 0.386
H 0.218 1.330 -5.348 0.335
H -1.412 0.537 -3.514 0.326
H -0.800 -0.622 -2.331 -0.570
H -0.990 -1.120 -4.012 0.241
S -0.577 2.085 -0.977 -0.464
C 0.636 2.670 -1.977 0.722
N 1.461 3.103 -2.665 -0.672
Br -3.265 -2.447 -0.915 -0.134
C -2.204 -3.153 -2.320 0.605
C -2.846 -3.542 -3.486 -0.626
C -2.106 -4.066 -4.535 -0.483
C -0.733 -4.223 -4.409 -0.793
C -0.105 -3.849 -3.232 -0.622
C -0.829 -3.298 -2.179 0.270
C -0.050 -2.825 -0.981 0.090
O 0.736 -3.560 -0.414 -0.695
O -0.262 -1.588 -0.680 1.510
H -3.919 -3.432 -3.568 0.425
H -2.608 -4.362 -5.447 0.394
H -0.155 -4.639 -5.224 0.396
H 0.963 -3.979 -3.106 0.454
```

=====

The following is a quantum chemistry calculation of 2 unconnected molecules or ions with the total composition C2H5N2, from the Open Molecules 2025 dataset.

Properties
ΔE to the lowest compared entry with this formula, charge and spin = 128.8 kcal per mole
E_HOMO (spin up / spin down) = -15.22 / -16.39 eV
maximum force = 4.6 eV Å⁻¹
gap between HOMO and LUMO (spin up / spin down) = 6.673 / 11.781 eV
charge = +1

XYZ file:
```
9
Properties=species:S:1:pos:R:3:nbo_charge:R:1
C 0.293 -0.193 0.273 0.447
C -1.059 -0.761 0.072 -0.242
N -0.671 0.620 0.336 -0.199
N 1.549 -0.101 0.017 -0.629
H -1.270 -0.971 -0.989 0.269
H -1.641 -1.150 0.936 0.281
H -1.126 2.745 -0.536 0.191
H 2.023 -0.957 -0.206 0.450
H 1.903 0.767 0.096 0.431
```

=====

The following is a quantum chemistry calculation of 5 unconnected molecules or ions with the total composition C40H72FN6O2S, from the Open Molecules 2025 dataset.

Properties
E_HOMO = -11.83 eV
maximum force = 3.2 eV Å⁻¹
gap between HOMO and LUMO = 6.278 eV
charge = +1

XYZ file:
```
122
Properties=species:S:1:pos:R:3:mulliken_charge:R:1
C -4.618 0.654 1.627 -1.220
C -4.370 -0.842 1.802 -0.763
C -3.201 -1.333 0.941 1.393
C -3.390 -2.815 0.607 -1.650
C -2.117 -3.382 -0.068 0.813
C -2.334 -3.698 -1.550 -1.504
C -1.315 -3.090 -2.517 -0.886
C -1.302 -1.557 -2.426 0.683
C -0.805 -0.977 -3.763 -0.767
C -1.367 0.428 -4.109 -1.024
C -0.289 1.523 -4.214 -1.082
C -0.451 2.652 -3.201 -0.895
C 0.473 2.506 -1.993 0.573
C -0.001 3.293 -0.776 -0.847
C -0.829 2.470 0.197 -0.989
C 0.062 1.393 0.791 1.042
C -0.290 0.945 2.199 -1.717
C 0.383 -0.396 2.448 0.587
C 1.913 -0.305 2.404 -2.181
C 2.483 -1.609 1.817 -0.501
C 3.190 -1.431 0.522 0.567
C 2.940 -0.351 -0.276 -0.618
N 3.585 -0.237 -1.390 0.799
N 4.500 -1.045 -1.862 -1.117
C 4.730 -2.072 -1.118 -0.441
C 4.089 -2.307 0.059 0.146
S 4.460 -3.787 0.944 1.258
O 3.232 -4.383 1.257 -0.306
O 5.297 -4.566 0.133 -0.657
F 5.150 -3.393 2.229 -0.187
H -5.612 0.903 1.966 0.419
H -3.871 1.239 2.144 0.231
H -4.546 0.886 0.572 0.310
H -4.195 -1.087 2.839 0.340
H -5.232 -1.405 1.473 0.513
H -3.175 -0.742 0.033 -0.021
H -2.256 -1.257 1.464 -0.661
H -3.653 -3.368 1.497 0.405
H -4.245 -2.853 -0.053 0.592
H -1.785 -4.265 0.458 0.448
H -1.339 -2.641 0.077 -0.775
H -2.340 -4.774 -1.656 0.535
H -3.297 -3.348 -1.892 0.412
H -1.657 -3.355 -3.508 0.433
H -0.327 -3.509 -2.358 0.314
H -2.295 -1.182 -2.214 0.178
H -0.659 -1.230 -1.618 -0.757
H 0.278 -0.971 -3.718 0.423
H -1.068 -1.651 -4.561 0.571
H -1.895 0.322 -5.043 0.474
H -2.078 0.678 -3.335 0.477
H 0.694 1.072 -4.163 0.450
H -0.381 1.969 -5.194 0.538
H -1.465 2.735 -2.842 0.555
H -0.148 3.566 -3.693 0.266
H 0.688 1.461 -1.775 -0.611
H 1.421 2.943 -2.301 0.077
H -0.530 4.179 -1.101 0.510
H 0.885 3.626 -0.251 0.558
H -1.621 1.994 -0.368 0.250
H -1.256 3.130 0.938 0.513
H 0.036 0.518 0.152 -0.530
H 1.062 1.816 0.835 0.379
H 0.081 1.643 2.943 0.464
H -1.353 0.849 2.362 0.227
H 0.037 -0.898 3.339 0.797
H 0.094 -1.022 1.611 -0.720
H 2.273 -0.187 3.414 0.427
H 2.238 0.571 1.866 0.986
H 1.741 -2.387 1.745 0.357
H 3.218 -1.968 2.525 0.827
H 2.213 0.388 0.001 0.157
H 3.363 0.565 -1.972 0.344
H 5.459 -2.787 -1.443 0.669
C 2.781 -7.273 -0.481 -0.937
C 2.325 -8.520 -1.227 -0.547
C 1.580 -8.187 -2.525 -0.488
C 0.386 -7.392 -2.242 0.288
N -0.556 -6.765 -2.001 -0.422
H 1.927 -6.665 -0.174 0.256
H 3.328 -7.541 0.423 0.368
H 3.433 -6.655 -1.102 0.246
H 1.680 -9.112 -0.576 0.328
H 3.190 -9.139 -1.467 0.327
H 1.278 -9.100 -3.036 0.313
H 2.222 -7.620 -3.200 0.262
C 3.697 6.997 -1.592 -1.291
C 2.621 6.352 -2.459 -0.107
C 1.214 6.879 -2.156 -0.329
C 0.845 6.607 -0.769 0.242
N 0.560 6.384 0.327 -0.553
H 3.540 6.781 -0.534 0.351
H 4.682 6.616 -1.861 0.377
H 3.708 8.080 -1.721 0.313
H 2.642 5.269 -2.314 -0.050
H 2.846 6.539 -3.510 0.385
H 0.482 6.401 -2.808 0.334
H 1.166 7.956 -2.326 0.427
C -3.370 10.018 1.985 -1.248
C -2.238 9.243 1.320 -0.373
C -2.392 9.146 -0.201 0.057
C -3.631 8.450 -0.546 0.243
N -4.607 7.891 -0.815 -0.446
H -4.332 9.527 1.834 0.362
H -3.204 10.085 3.060 0.344
H -3.438 11.033 1.590 0.314
H -2.192 8.239 1.745 0.290
H -1.289 9.731 1.548 0.324
H -1.553 8.598 -0.630 -0.198
H -2.410 10.141 -0.650 0.316
C 0.246 -4.962 6.292 -1.167
C 0.065 -5.892 5.098 -0.590
C 0.177 -5.164 3.753 -0.023
C -0.853 -4.132 3.634 0.315
N -1.678 -3.326 3.531 -0.458
H -0.532 -4.199 6.325 0.355
H 0.189 -5.523 7.224 0.359
H 1.216 -4.462 6.258 0.275
H -0.907 -6.382 5.167 0.329
H 0.823 -6.677 5.134 0.357
H 0.057 -5.866 2.928 0.297
H 1.156 -4.694 3.655 0.010
```